Record 1
Entry from the OMol25 dataset: C28H69Br2F4NO11S as an isolated structure in a non-equilibrium geometry (the ωB97M-V functional and the def2-TZVPD basis).

```
116
Properties=species:S:1:pos:R:3
C -1.58 -4.99 -2.39
O -2.56 -3.96 -2.18
C -3.86 -4.56 -2.31
C -5.05 -3.54 -2.10
C -4.89 -2.71 -0.75
C -4.72 -3.61 0.55
C -3.92 -2.82 1.69
C -4.79 -1.57 2.22
C -3.92 -0.48 2.98
N -3.08 0.38 2.09
C -2.31 1.42 2.85
C -1.39 0.85 4.01
C -0.22 -0.09 3.53
F -0.62 -1.08 2.60
Br 0.37 -1.13 5.14
C 1.08 0.67 2.99
F 1.76 -0.23 2.15
F 0.80 1.80 2.21
Br 2.38 1.24 4.36
S -4.10 1.26 1.01
O -3.69 2.67 0.81
O -4.19 0.58 -0.32
F -5.68 1.31 1.60
H -1.98 -5.81 -3.08
H -0.63 -4.57 -2.81
H -1.35 -5.49 -1.39
H -3.95 -4.97 -3.36
H -3.99 -5.42 -1.58
H -5.00 -2.78 -2.94
H -6.05 -4.06 -2.15
H -4.04 -1.97 -0.85
H -5.83 -2.07 -0.59
H -4.17 -4.58 0.37
H -5.76 -3.85 0.96
H -3.83 -3.52 2.58
H -2.88 -2.49 1.36
H -5.47 -1.17 1.42
H -5.48 -2.03 3.01
H -3.32 -1.04 3.76
H -4.63 0.19 3.56
H -1.64 2.05 2.18
H -3.06 2.15 3.32
H -1.98 0.28 4.79
H -0.93 1.76 4.52
C -9.78 -6.72 -1.29
C -8.67 -5.73 -1.61
O -7.45 -6.42 -1.87
H -9.51 -7.32 -0.43
H -10.71 -6.20 -1.08
H -9.93 -7.40 -2.13
H -8.50 -5.06 -0.76
H -8.93 -5.12 -2.48
H -7.60 -7.00 -2.62
C 5.48 -0.05 1.54
C 5.74 -0.82 2.82
O 5.45 -0.01 3.95
H 6.10 0.85 1.51
H 5.71 -0.66 0.66
H 4.44 0.27 1.49
H 6.79 -1.12 2.88
H 5.12 -1.73 2.86
H 4.52 0.24 3.89
C 6.87 3.83 2.32
C 7.68 3.64 1.05
O 8.92 4.33 1.15
H 6.68 4.89 2.49
H 5.92 3.31 2.26
H 7.42 3.46 3.19
H 7.14 4.02 0.19
H 7.89 2.57 0.88
H 9.40 3.98 1.91
C 4.22 -0.15 -2.79
C 5.68 0.22 -2.65
O 6.32 -0.64 -1.71
H 3.71 -0.07 -1.82
H 3.71 0.51 -3.50
H 4.10 -1.18 -3.12
H 5.79 1.24 -2.30
H 6.20 0.13 -3.62
H 6.23 -1.54 -2.04
C -0.33 5.44 1.58
C 1.13 5.81 1.71
O 1.77 4.96 2.65
H -0.84 5.52 2.55
H -0.84 6.09 0.86
H -0.44 4.40 1.25
H 1.23 6.84 2.05
H 1.64 5.72 0.75
H 1.68 4.05 2.33
C 1.44 3.94 -2.13
C 2.75 4.70 -2.10
O 2.79 5.66 -3.16
H 1.31 3.43 -3.08
H 1.40 3.21 -1.32
H 0.59 4.63 -2.02
H 3.59 4.02 -2.23
H 2.88 5.23 -1.15
H 2.05 6.26 -3.03
C -0.44 -7.87 1.91
C -1.57 -6.85 1.90
O -2.43 -7.08 0.79
H 0.13 -7.80 0.98
H 0.23 -7.70 2.75
H -0.84 -8.88 1.97
H -1.18 -5.84 1.82
H -2.16 -6.92 2.82
H -2.79 -7.97 0.87
C 4.81 8.15 -6.32
C 3.31 8.33 -6.44
O 2.64 7.10 -6.17
H 5.16 7.38 -7.02
H 5.33 9.09 -6.53
H 5.08 7.82 -5.32
H 3.04 8.64 -7.45
H 2.94 9.09 -5.74
H 2.87 6.83 -5.28
```

Results
**Energy**: -7936.08772 a.u.
**HOMO**: -9.4 eV
**Gap between HOMO and LUMO**: 8.929 eV
**LUMO energy**: -0.01750 hartree

***

Record 2
Entry from the OMol25 dataset: a 7-piece molecular cluster, C28H70O14 overall in a non-equilibrium geometry (the ωB97M-V functional and the def2-TZVPD basis).

```
112
Properties=species:S:1:pos:R:3
C 4.60 -2.05 -3.39
O 5.60 -1.13 -3.66
C 5.76 -0.91 -5.04
C 6.92 0.06 -5.53
O 8.29 -0.39 -5.15
C 9.33 0.48 -5.55
H 4.59 -2.92 -4.04
H 3.59 -1.68 -3.55
H 4.70 -2.44 -2.37
H 4.83 -0.52 -5.46
H 5.78 -1.83 -5.63
H 6.57 1.05 -5.26
H 6.95 0.12 -6.62
H 9.37 0.38 -6.64
H 10.29 0.26 -5.09
H 9.18 1.55 -5.42
C -4.79 -3.17 6.52
O -4.13 -2.77 5.32
C -3.00 -1.94 5.54
C -2.92 -0.98 4.41
O -2.31 -1.26 3.20
C -2.97 -2.17 2.31
H -5.77 -3.52 6.21
H -4.99 -2.26 7.08
H -4.13 -3.93 6.94
H -2.04 -2.47 5.50
H -2.98 -1.45 6.51
H -2.49 -0.05 4.77
H -3.92 -0.59 4.23
H -3.27 -2.92 3.04
H -2.19 -2.56 1.64
H -3.88 -1.84 1.82
C 1.11 0.32 8.94
O 0.56 0.25 7.66
C 1.30 0.82 6.59
C 0.57 0.43 5.34
O 1.40 0.71 4.19
C 0.78 0.58 2.99
H 1.36 1.33 9.26
H 1.93 -0.38 9.11
H 0.40 -0.06 9.67
H 2.25 0.30 6.75
H 1.38 1.90 6.69
H -0.34 1.02 5.29
H 0.32 -0.63 5.37
H 1.32 1.17 2.25
H -0.24 0.95 2.97
H 0.85 -0.47 2.70
C -5.80 -7.17 -1.93
O -5.78 -5.73 -1.90
C -6.79 -5.01 -2.58
C -7.01 -3.62 -2.01
O -5.97 -2.79 -2.28
C -4.86 -2.74 -1.43
H -4.78 -7.55 -2.01
H -6.50 -7.62 -2.64
H -6.17 -7.46 -0.95
H -7.72 -5.55 -2.40
H -6.52 -4.97 -3.64
H -7.23 -3.65 -0.94
H -7.92 -3.17 -2.42
H -4.49 -3.76 -1.40
H -5.15 -2.55 -0.40
H -4.12 -1.99 -1.71
C 0.66 -0.63 -3.35
O 1.20 -0.58 -2.06
C 0.57 -1.31 -1.06
C -0.74 -0.67 -0.59
O -0.42 0.64 -0.22
C -1.52 1.39 0.30
H -0.30 -0.12 -3.26
H 0.56 -1.62 -3.79
H 1.32 -0.08 -4.02
H 1.30 -1.29 -0.24
H 0.42 -2.36 -1.33
H -1.14 -1.16 0.30
H -1.53 -0.64 -1.34
H -1.19 2.43 0.23
H -1.51 1.16 1.37
H -2.48 1.22 -0.20
C -3.41 4.57 1.54
O -3.94 4.86 0.22
C -5.34 4.80 0.10
C -5.59 5.28 -1.38
O -5.20 4.45 -2.49
C -3.80 4.42 -2.87
H -3.37 5.49 2.13
H -2.40 4.16 1.43
H -4.03 3.86 2.09
H -5.88 5.50 0.74
H -5.82 3.86 0.35
H -5.00 6.19 -1.52
H -6.67 5.42 -1.44
H -3.18 4.20 -2.00
H -3.43 5.36 -3.28
H -3.45 3.60 -3.49
C 9.35 3.71 -2.18
O 8.20 2.98 -1.74
C 7.49 2.19 -2.65
C 6.13 1.62 -1.91
O 5.07 2.51 -1.98
C 3.85 2.05 -1.47
H 10.14 3.51 -1.46
H 9.07 4.76 -2.23
H 9.58 3.31 -3.17
H 8.08 1.37 -3.07
H 7.08 2.93 -3.34
H 6.26 1.23 -0.90
H 5.86 0.73 -2.48
H 3.68 2.01 -0.39
H 3.70 1.01 -1.77
H 3.06 2.66 -1.90
```

Results
**Energy relative to the best compared isomer or geometry (same formula, charge and spin)**: 200.6 kcal per mole
**Energy**: -2161.71994 a.u.
**HOMO**: -8.9 eV
**Gap between HOMO and LUMO**: 9.484 eV
**LUMO energy**: 0.02081 hartree

***

Record 3
Entry from the OMol25 dataset: a 9-piece molecular cluster, C28H71N3O9 overall in a non-equilibrium geometry (the ωB97M-V functional and the def2-TZVPD basis).

```
111
Properties=species:S:1:pos:R:3
C -9.77 7.47 15.89
C -8.31 7.51 16.44
C -7.55 6.25 16.09
C -7.56 8.68 15.77
C -7.91 10.03 16.32
C -7.60 10.00 17.81
C -8.50 8.99 18.51
C -8.00 8.98 19.97
C -9.97 9.42 18.50
N -8.18 7.69 17.91
O -9.04 6.69 18.45
H -10.47 6.86 16.40
H -10.18 8.40 15.62
H -9.69 6.94 14.94
H -6.53 6.17 16.41
H -8.10 5.34 16.32
H -7.56 6.22 14.99
H -6.49 8.55 15.93
H -7.72 8.62 14.69
H -7.29 10.77 15.86
H -8.95 10.38 16.12
H -7.76 11.04 18.24
H -6.58 9.78 17.98
H -8.49 8.18 20.45
H -8.33 9.91 20.50
H -6.93 8.81 20.03
H -10.64 8.75 19.10
H -10.41 9.30 17.45
H -10.13 10.42 18.91
H -9.87 7.20 18.71
C -3.55 12.09 15.91
C -3.45 12.63 17.27
C -2.09 13.36 17.50
C -4.59 13.61 17.59
C -4.70 13.94 19.08
C -4.75 12.64 19.87
C -3.55 11.76 19.68
C -2.21 12.22 20.26
C -3.84 10.43 20.40
N -3.55 11.53 18.25
O -2.54 10.56 17.92
H -3.99 12.90 15.28
H -2.64 11.65 15.52
H -4.33 11.30 15.93
H -1.81 13.96 16.58
H -1.98 13.98 18.39
H -1.40 12.49 17.57
H -4.34 14.51 17.01
H -5.47 13.08 17.21
H -3.78 14.55 19.32
H -5.60 14.53 19.24
H -5.62 12.07 19.59
H -4.90 12.82 20.95
H -1.46 11.50 19.88
H -2.29 12.06 21.34
H -1.85 13.25 20.02
H -4.67 9.91 19.92
H -4.13 10.52 21.43
H -2.97 9.74 20.43
H -2.96 9.95 17.28
C 0.12 5.97 21.40
C -0.62 6.22 20.05
C -1.90 5.42 20.05
C -1.07 7.71 20.05
C 0.02 8.70 19.75
C 0.69 8.34 18.39
C 1.12 6.88 18.39
C 1.53 6.58 16.97
C 2.32 6.74 19.32
N 0.03 6.03 18.74
O 0.39 4.65 18.67
H -0.41 6.62 22.11
H -0.02 4.96 21.72
H 1.18 6.13 21.39
H -2.55 5.79 20.87
H -2.43 5.56 19.10
H -1.76 4.31 20.06
H -1.78 7.93 19.26
H -1.58 7.85 21.05
H -0.42 9.66 19.64
H 0.82 8.86 20.51
H 1.58 8.98 18.31
H 0.10 8.67 17.52
H 1.97 7.48 16.58
H 0.61 6.36 16.46
H 2.18 5.71 16.83
H 2.09 7.34 20.24
H 3.20 7.20 18.91
H 2.60 5.70 19.59
H 0.78 4.45 19.52
C -5.02 3.56 18.20
O -4.94 4.61 17.26
H -4.71 2.58 17.85
H -4.51 3.86 19.10
H -6.05 3.48 18.45
H -4.01 4.83 17.12
O -2.79 4.99 13.92
H -2.62 4.05 13.87
H -2.69 5.28 14.85
O -4.80 6.96 14.02
H -4.14 7.02 13.34
H -4.82 6.00 14.21
O -5.47 7.38 18.44
H -6.43 7.57 18.21
H -5.33 6.43 18.20
O -3.74 8.56 16.35
H -4.06 8.19 15.53
H -4.29 8.28 17.14
O -2.39 5.62 16.66
H -2.67 6.55 16.61
H -1.65 5.55 17.24
```

Results
**Energy relative to the best compared isomer or geometry (same formula, charge and spin)**: 0.0 kcal per mole
**Energy**: -1950.73666 a.u.
**HOMO**: -8.0 eV
**Gap between HOMO and LUMO**: 8.546 eV
**LUMO energy**: 0.02177 hartree